Molecular formula: C6H12FN
Method: DFT, the ωB97M-V functional and the def2-TZVPD basis

```
20
Properties=species:S:1:pos:R:3:forces:R:3:nbo_charge:R:1
C -1.51275 1.48802 -0.05425 -1.99 0.35 0.07 -0.6205
C -0.77322 0.18744 -0.27045 0.19 -1.47 0.15 -0.2584
C -1.60707 -1.00825 0.24831 0.38 1.27 1.28 0.0658
C 0.57134 -0.05047 0.35896 -0.86 1.29 1.43 -0.2243
C 1.33225 -1.24694 -0.10220 0.14 -0.64 0.65 -0.2233
C 1.80860 0.81187 0.05521 -1.17 -0.56 0.49 -0.2200
H -1.86389 1.62314 1.00665 0.30 -0.33 -0.82 0.2066
H -0.93952 2.41480 -0.27220 -0.30 -0.75 -0.30 0.2190
H -2.48430 1.37953 -0.70983 1.94 0.82 1.28 0.2361
H -0.70713 0.01233 -1.32530 0.34 0.14 -0.98 0.1945
H -1.61586 -0.82800 1.35515 -0.12 -0.76 -0.59 0.1503
H -1.28358 -2.05143 0.00025 -0.09 1.04 0.03 0.1763
H 0.41552 -0.09791 1.44638 0.07 0.08 -0.08 0.1953
H 1.31096 -2.09307 0.57700 0.33 -0.19 0.24 0.1831
H 0.97015 -1.62719 -1.03379 0.04 -0.09 -1.07 0.1728
H 2.99156 -0.47234 -1.05034 0.04 -0.12 1.09 0.3503
H 1.59775 1.37827 -0.84551 0.56 0.32 -0.26 0.1762
H 2.09954 1.42745 0.90562 0.35 0.20 -0.35 0.1910
N 2.57212 -0.45391 -0.10029 1.08 0.15 -1.84 -0.5995
F -2.88247 -0.79332 -0.18936 -1.24 -0.73 -0.41 -0.3713
```
Positions in Å, forces in eV/Å.

Calculated values
total charge: 0
energy: -10622.541 eV
HOMO: -0.3403 Eh
frontier orbital gap: 0.377 Eh
energy above the lowest of the compared OMol25 structures with the same formula, charge and spin: 37.38 kcal/mol
SMILES: C[C@H](CF)C1CNC1


Molecular formula: C2H3NOS3
Method: DFT, the ωB97M-V functional and the def2-TZVPD basis

```
10
Properties=species:S:1:pos:R:3:forces:R:3:nbo_charge:R:1
C 0.01325 1.02393 -0.46312 0.09 -0.40 -0.63 0.6147
C -1.19065 -0.07204 -0.31614 1.54 0.85 1.44 -0.3700
H 2.15729 -1.83057 0.05361 -1.05 2.12 1.58 0.1522
H 2.12338 1.31978 -0.29341 -2.80 -2.22 -0.38 0.4288
H -2.60749 -1.24768 1.37484 0.68 3.04 -0.60 0.1835
N 1.33264 0.52557 -0.38079 1.86 -0.05 2.63 -0.7457
O -0.12905 2.15740 -0.83385 -0.86 -0.05 0.27 -0.5486
S 1.63207 -0.73813 0.94494 0.77 -0.46 -3.26 0.1054
S -2.24798 0.22741 1.17399 0.38 -3.12 -1.21 0.0391
S -1.08344 -1.36566 -1.26006 -0.60 0.27 0.16 0.1407
```
Positions in Å, forces in eV/Å.

Calculated values
total charge: 0
energy: -38163.504 eV
HOMO: -0.3334 Eh
frontier orbital gap: 0.299 Eh
energy above the lowest of the compared OMol25 structures with the same formula, charge and spin: 43.83 kcal/mol
SMILES: O=C(NS)C(=S)S


Molecular formula: C8H21BF4NO8PZn
Method: DFT, the ωB97M-V functional and the def2-TZVPD basis

```
45
Properties=species:S:1:pos:R:3:forces:R:3:nbo_charge:R:1
Zn -10.97982 6.21864 35.10890 -0.03 0.52 1.42 1.7368
B -9.37539 8.30437 34.88203 1.23 -1.28 -0.61 1.3423
F -10.61080 8.02294 34.23004 0.18 0.67 -0.68 -0.5768
F -9.24218 9.60425 35.22998 -0.03 0.48 0.24 -0.5401
F -9.28162 7.35367 35.91931 0.26 0.49 0.72 -0.5719
F -8.30462 7.87178 34.01738 -0.28 0.63 -0.43 -0.5978
P -13.38940 6.33690 36.14204 1.84 4.94 8.63 2.4081
O -14.03331 7.71787 36.32498 -1.91 -0.73 -3.03 -1.1885
O -12.86052 5.80418 34.75908 -2.48 -1.92 -2.08 -1.3447
O -13.80848 5.57463 37.45141 -0.72 -2.39 -2.91 -1.1991
O -11.91866 6.78615 36.65708 1.72 -0.76 -0.58 -1.4041
C -7.37247 2.61987 38.48002 -1.49 -0.32 -0.16 -0.2384
O -8.20668 3.60818 37.91647 0.48 0.15 -0.14 -0.5604
C -9.59702 3.37316 38.16374 0.00 0.73 0.25 -0.0868
C -10.36347 4.48732 37.43756 -0.75 -0.43 0.37 -0.2819
N -10.03708 4.51080 36.00335 -0.06 -0.43 -0.07 -0.6951
C -10.67560 3.48276 35.15289 0.73 -1.49 0.61 -0.2688
C -10.43538 3.72687 33.65960 0.03 0.82 -0.20 -0.0630
O -10.39465 5.14964 33.41753 0.39 -0.98 -0.34 -0.6004
C -10.10691 5.47131 32.05349 -0.98 0.07 0.85 -0.2429
H -7.58393 2.51226 39.55364 0.11 0.00 0.02 0.1546
H -6.31541 2.83591 38.35016 -0.09 0.15 -0.32 0.1842
H -7.70459 1.69859 37.97782 0.76 -0.38 0.29 0.1580
H -9.71902 3.43964 39.24993 -0.41 0.09 0.04 0.1689
H -9.92339 2.36551 37.87719 0.29 -0.12 -0.30 0.1483
H -10.12478 5.44300 37.90024 0.16 0.14 -0.36 0.2536
H -11.45427 4.43464 37.53889 0.01 -0.13 0.19 0.2910
H -9.04237 4.29590 36.02447 0.08 0.46 -0.71 0.3814
H -11.73088 3.24382 35.28774 -0.24 1.32 0.48 0.2484
H -10.25841 2.51745 35.48252 0.31 -0.23 -0.69 0.1653
H -11.25687 3.27141 33.09874 -0.11 0.11 -0.06 0.1925
H -9.50410 3.33441 33.23735 0.19 -0.22 0.40 0.1536
H -11.01113 5.24255 31.48371 0.20 -0.14 -0.34 0.1813
H -9.24156 4.88727 31.73868 0.10 0.18 -0.25 0.1561
H -9.96319 6.54765 32.02298 0.33 -0.04 -0.02 0.2318
C -14.26566 4.47027 32.02067 0.77 1.02 -0.24 -0.0768
C -14.72393 5.92935 31.99316 0.23 -0.07 0.79 -0.0815
O -13.75010 6.80444 32.48093 0.25 0.14 0.10 -0.7736
O -14.22114 3.95939 33.32805 -0.87 -0.98 -0.44 -0.7833
H -13.24341 4.38150 31.62798 0.06 0.35 -0.45 0.1297
H -14.90128 3.97213 31.28040 -0.32 -0.86 0.71 0.1423
H -15.61774 5.97234 32.63169 -0.18 -0.03 -0.07 0.1596
H -15.02129 6.26603 30.99594 0.16 -0.13 -0.19 0.1406
H -13.51521 6.55048 33.42743 -0.05 0.23 -0.54 0.5246
H -13.71694 4.57725 33.90921 0.14 0.38 0.11 0.5231
```
Positions in Å, forces in eV/Å.

Calculated values
total charge: -2
energy: -95767.501 eV
HOMO: 0.0146 Eh
frontier orbital gap: 0.142 Eh
energy above the lowest of the compared OMol25 structures with the same formula, charge and spin: 0.00 kcal/mol